Below is a cluster of 2 separate species, C27H21F3NO7S4 in total in a non-equilibrium geometry, with properties calculated with ωB97M-V with the def2-TZVPD basis set.

Values from the calculation:
- orbital gap (eV) = 3.8
- relative energy (zero: lowest compared OMol25 entry of this formula, charge and spin) (eV) = 3.409
- LUMO (eV) = 0.06
- calculated total energy (Eh) = -3515.03642

```
! RIJCOSX wB97M-V def2-TZVPD def2/J DEFGRID3
* xyz -1 1
C 1.18 -5.25 -0.71
C 1.85 -4.71 0.39
C 2.06 -3.33 0.46
C 1.54 -2.52 -0.54
S 1.68 -0.73 -0.36
C 1.28 -0.40 1.33
C 2.45 -0.02 2.15
O 2.81 -0.75 3.08
C 3.29 1.15 1.69
C 2.92 1.99 0.63
C 3.85 2.85 0.06
C 5.16 2.91 0.57
C 5.52 2.12 1.66
C 4.59 1.24 2.21
O 3.10 -0.52 -0.49
O 0.76 -0.10 -1.27
C 1.00 -3.05 -1.71
C 0.75 -4.42 -1.76
H 0.97 -6.32 -0.76
H 2.20 -5.34 1.20
H 2.65 -2.88 1.26
H 0.57 -1.19 1.68
H 1.88 1.92 0.29
H 3.54 3.45 -0.80
H 5.90 3.56 0.11
H 6.52 2.16 2.10
H 4.88 0.58 3.03
H 0.77 -2.40 -2.55
H 0.20 -4.83 -2.60
F -3.59 0.69 3.48
C -2.95 0.50 2.30
F -3.69 -0.38 1.57
F -2.90 1.68 1.62
S -1.13 -0.26 2.57
N -0.31 1.27 2.61
S -1.14 -2.69 2.16
C -1.55 -2.37 0.43
C -2.14 -3.38 -0.34
C -2.58 -3.09 -1.63
C -2.48 -1.79 -2.14
C -1.92 -0.78 -1.36
C -1.44 -1.10 -0.10
O 0.23 -3.14 2.41
O -2.26 -3.19 2.94
S 0.40 1.23 4.10
C -0.97 1.84 5.08
C -1.68 2.91 4.57
C -2.83 3.35 5.23
C -3.21 2.74 6.43
C -2.47 1.67 6.95
C -1.31 1.23 6.29
O 0.64 -0.13 4.52
O 1.46 2.22 4.13
H -2.25 -4.37 0.10
H -3.00 -3.88 -2.26
H -2.82 -1.53 -3.15
H -1.86 0.26 -1.70
H -1.04 -0.28 0.51
H -1.38 3.33 3.61
H -3.41 4.15 4.78
H -4.11 3.09 6.95
H -2.79 1.17 7.87
H -0.71 0.38 6.63
*
```

Listed below, in e, are the natural (NBO) charges computed for each atom: -0.23, -0.23, -0.19, -0.22, 2.16, -0.95, 0.52, -0.61, -0.11, -0.17, -0.17, -0.24, -0.24, -0.16, -0.98, -0.99, -0.24, -0.23, 0.20, 0.21, 0.26, 0.19, 0.23, 0.19, 0.19, 0.20, 0.23, 0.23, 0.20, -0.32, 0.91, -0.34, -0.32, 0.41, -0.98, 2.03, -0.23, -0.21, -0.23, -0.18, -0.17, -0.19, -0.77, -0.82, 2.24, -0.22, -0.23, -0.21, -0.22, -0.22, -0.23, -0.95, -0.92, 0.23, 0.22, 0.22, 0.24, 0.28, 0.24, 0.21, 0.21, 0.21, 0.24

Below is a structure of composition C27H21IMoN5O7S, with properties calculated with ωB97M-V with the def2-TZVPD basis set.

Values from the calculation:
- orbital gap (spin up / spin down) (eV) = 7.2 / 6.8
- relative energy (zero: lowest compared OMol25 entry of this formula, charge and spin) (eV) = 0.328
- LUMO (spin up / spin down) (eV) = -3.86 / -4.23
- ⟨S²⟩ = 2.01
- calculated total energy (Eh) = -2605.99200

```
! RIJCOSX wB97M-V def2-TZVPD def2/J DEFGRID3
* xyz 1 3
Mo 0.32 0.17 0.35
C 0.94 -4.29 0.67
C 0.61 -3.80 -0.71
N 0.24 -4.67 -1.63
C -0.05 -4.23 -2.86
C -0.01 -2.91 -3.25
C -0.37 -2.52 -4.66
O 0.67 -1.81 -5.32
C 0.37 -1.96 -2.28
C 0.51 -0.57 -2.64
N 0.54 0.40 -1.79
C 0.87 1.71 -2.26
C -0.08 2.50 -2.89
C 0.26 3.79 -3.29
C 1.54 4.27 -3.05
C 2.49 3.48 -2.43
C 2.16 2.19 -2.03
I 3.59 0.96 -1.14
C 0.68 -2.41 -0.99
O 1.06 -1.60 0.00
H 0.81 -5.37 0.70
H 0.30 -3.82 1.41
H 1.98 -4.05 0.92
H -0.35 -5.00 -3.57
H -1.24 -1.86 -4.66
H -0.65 -3.42 -5.22
H 1.37 -2.43 -5.56
H 0.65 -0.34 -3.69
H -1.07 2.11 -3.05
H -0.47 4.40 -3.79
H 1.81 5.27 -3.36
H 3.49 3.86 -2.25
O -3.82 4.71 -0.33
C -2.98 3.69 -0.15
C -3.35 2.35 -0.35
C -2.40 1.39 -0.13
N -1.17 1.70 0.27
C -0.80 2.97 0.45
C -1.68 4.01 0.26
C 0.64 3.06 0.88
O 1.22 4.09 1.06
O 1.17 1.84 1.00
C -2.56 -0.11 -0.28
O -3.57 -0.62 -0.68
O -1.46 -0.74 0.09
H -4.70 4.41 -0.59
H -4.35 2.06 -0.67
H -1.37 5.03 0.42
N 1.53 -2.24 6.95
C 0.41 -1.61 6.57
S -0.84 -1.26 7.57
C 0.39 -1.19 5.13
C -0.83 -1.12 4.45
C -0.84 -0.72 3.13
N 0.28 -0.38 2.48
C 1.45 -0.43 3.12
C 1.54 -0.84 4.44
H 1.59 -2.55 7.91
H 2.21 -2.58 6.30
H -1.74 -1.37 4.96
H -1.76 -0.68 2.57
H 2.32 -0.12 2.57
H 2.52 -0.82 4.91
*
```

Listed below, in e, are the natural (NBO) charges computed for each atom: 1.73, -0.65, 0.18, -0.36, 0.01, -0.03, -0.10, -0.72, -0.19, 0.23, -0.52, 0.14, -0.26, -0.18, -0.19, -0.22, -0.19, 0.24, 0.40, -0.69, 0.25, 0.22, 0.23, 0.20, 0.19, 0.19, 0.48, 0.24, 0.23, 0.23, 0.24, 0.24, -0.62, 0.39, -0.28, 0.13, -0.48, 0.13, -0.24, 0.76, -0.52, -0.70, 0.75, -0.52, -0.69, 0.50, 0.26, 0.27, -0.75, 0.06, -0.05, -0.01, -0.19, 0.07, -0.49, 0.09, -0.24, 0.42, 0.40, 0.27, 0.22, 0.22, 0.24

Below is a structure of composition C27H21N8O2S3V in a non-equilibrium geometry, with properties calculated with ωB97M-V with the def2-TZVPD basis set.

Values from the calculation:
- orbital gap (spin up / spin down) (eV) = 7.0 / 7.0
- relative energy (zero: lowest compared OMol25 entry of this formula, charge and spin) (eV) = 0.199
- LUMO (spin up / spin down) (eV) = -2.81 / -2.81
- ⟨S²⟩ = 3.76
- calculated total energy (Eh) = -3768.48361

```
! RIJCOSX wB97M-V def2-TZVPD def2/J DEFGRID3
* xyz 1 4
V -14.61 5.18 6.77
N -22.40 4.11 3.37
C -21.38 4.65 4.18
C -20.98 5.98 3.98
C -19.93 6.51 4.66
C -19.16 5.66 5.43
C -19.55 4.38 5.82
C -20.67 3.85 5.20
S -17.68 6.23 6.21
O -17.23 7.50 5.65
O -17.92 6.10 7.60
N -16.51 5.15 5.97
C -16.11 4.59 4.81
N -16.72 4.67 3.66
C -16.04 4.38 2.59
C -14.78 3.83 2.61
C -14.29 3.55 3.89
N -14.95 3.92 4.97
H -22.97 4.78 2.86
H -22.49 3.15 3.18
H -21.60 6.55 3.26
H -19.59 7.48 4.38
H -18.91 3.85 6.50
H -20.99 2.74 5.29
H -16.49 4.60 1.61
H -14.21 3.59 1.68
H -13.32 3.10 4.02
N -10.34 5.29 6.33
C -10.22 4.27 7.25
C -9.04 3.72 7.72
C -9.24 2.84 8.71
C -10.47 2.37 9.10
C -11.66 2.94 8.62
C -11.49 3.96 7.65
N -12.43 4.80 7.04
C -11.67 5.53 6.21
C -12.27 6.64 5.47
C -11.67 7.54 4.68
S -12.81 8.64 4.03
C -14.05 7.80 4.81
N -13.68 6.79 5.55
H -9.64 5.60 5.75
H -8.08 3.99 7.34
H -8.37 2.40 9.17
H -10.45 1.57 9.79
H -12.60 2.66 8.95
H -10.59 7.46 4.41
H -15.08 8.07 4.65
S -15.99 7.01 10.76
C -15.19 7.08 9.24
N -15.07 5.91 8.65
C -15.62 4.85 9.39
C -15.68 3.52 8.99
C -16.40 2.65 9.83
C -17.03 3.12 11.00
C -16.91 4.42 11.44
C -16.22 5.30 10.60
H -14.85 8.01 8.74
H -15.34 3.11 8.04
H -16.43 1.61 9.63
H -17.66 2.43 11.55
H -17.39 4.78 12.35
*
```

Listed below, in e, are the natural (NBO) charges computed for each atom: 1.21, -0.81, 0.21, -0.27, -0.15, -0.36, -0.18, -0.25, 2.34, -0.97, -0.96, -1.00, 0.57, -0.48, 0.13, -0.36, 0.12, -0.59, 0.39, 0.40, 0.21, 0.24, 0.24, 0.22, 0.21, 0.24, 0.20, -0.49, 0.10, -0.22, -0.19, -0.20, -0.20, 0.14, -0.53, 0.38, 0.05, -0.40, 0.55, -0.11, -0.48, 0.42, 0.23, 0.22, 0.23, 0.22, 0.26, 0.28, 0.49, -0.07, -0.56, 0.17, -0.26, -0.16, -0.20, -0.19, -0.22, 0.25, 0.22, 0.22, 0.23, 0.24